No. 1
ORCA calculation (wB97M-V/def2-TZVPD) on a structure of composition C34H36BN6O6PSTi.

## Properties
HOMO-LUMO gap (alpha / beta) ... 7.7 / 7.9 eV
Net charge ... -1
Energy relative to the best compared isomer or geometry (same formula, charge and spin) ... 0.707 eV
Multiplicity ... 2
HOMO level (alpha / beta) ... -5.181 / -5.369 eV

Geometry (Å):
Ti (-0.167, -0.036, 0.761)
S (1.513, -2.032, 0.197)
P (1.960, 1.215, -0.512)
O (1.448, -3.454, 0.344)
O (-0.012, 1.729, 1.481)
O (2.752, -1.515, -0.349)
O (1.190, -1.312, 1.523)
O (0.320, -1.471, -0.607)
O (-0.176, 3.639, 2.579)
N (-1.762, -0.524, 2.152)
N (-2.929, -1.081, 1.732)
N (-1.951, 0.405, -0.496)
N (-2.717, -0.691, -0.766)
N (-2.115, -3.001, 0.414)
N (-1.679, -3.418, 1.635)
C (4.608, 1.055, 2.576)
C (-2.203, 1.313, -1.436)
C (-0.461, -5.305, 2.588)
C (0.950, 3.695, 0.485)
C (-0.748, 0.311, 4.228)
C (1.726, 0.852, -4.558)
C (-1.668, 2.705, -1.375)
C (-1.868, -0.300, 3.453)
C (3.517, 1.305, 0.443)
C (5.787, 1.551, 2.043)
C (3.479, 0.927, 1.780)
C (2.418, 0.867, -2.242)
C (3.798, -0.174, -3.924)
C (-3.119, -0.723, 3.903)
C (4.700, 1.817, -0.084)
C (1.491, 1.185, -3.234)
C (-1.116, -4.595, 1.451)
C (-1.197, -4.982, 0.102)
C (-4.421, -1.394, -2.503)
C (1.667, 3.050, -0.536)
C (0.202, 2.998, 1.622)
C (-1.838, -3.938, -0.521)
C (-5.079, -1.899, 2.675)
C (-3.752, -1.229, 2.780)
C (1.439, 5.852, -0.496)
C (2.260, 3.840, -1.520)
C (-3.429, -0.466, -1.888)
C (-2.129, -3.762, -1.969)
C (0.854, 5.086, 0.497)
C (5.831, 1.932, 0.708)
C (-3.119, 0.802, -2.350)
C (2.889, 0.180, -4.908)
C (3.560, 0.156, -2.597)
C (2.143, 5.220, -1.510)
B (-3.036, -1.766, 0.358)
H (0.198, -0.171, 3.971)
H (6.746, 2.326, 0.283)
H (-0.918, 0.175, 5.296)
H (4.242, -0.179, -1.830)
H (-4.958, -2.950, 2.409)
H (-0.727, 2.845, -1.906)
H (3.072, -0.085, -5.942)
H (-3.202, -3.708, -2.164)
H (-5.705, -1.435, 1.913)
H (0.301, 5.544, 1.306)
H (-0.355, -4.621, 3.429)
H (2.578, 0.500, 2.200)
H (0.566, 1.684, -2.976)
H (0.993, 1.105, -5.313)
H (4.564, 0.751, 3.614)
H (-4.958, -1.976, -1.758)
H (-2.397, 3.386, -1.816)
H (1.346, 6.930, -0.476)
H (6.671, 1.639, 2.663)
H (-3.939, -2.089, -3.189)
H (-5.593, -1.840, 3.634)
H (-1.040, -6.172, 2.919)
H (-0.653, 1.377, 4.018)
H (2.612, 5.802, -2.295)
H (-0.779, -5.855, -0.372)
H (4.691, -0.730, -4.179)
H (-3.543, 1.302, -3.205)
H (0.533, -5.651, 2.303)
H (-1.510, 3.011, -0.344)
H (-4.173, -2.094, 0.143)
H (-1.734, -4.614, -2.521)
H (-5.140, -0.805, -3.072)
H (2.824, 3.366, -2.313)
H (-3.505, -0.680, 4.906)
H (4.741, 2.146, -1.114)
H (-1.659, -2.857, -2.359)

Mulliken charges, unit e, in atom order: Ti 0.53; S 0.86; P 1.61; O -0.58; O 0.13; O -0.47; O -0.42; O -0.51; O -0.75; N 0.93; N -0.34; N 0.06; N 1.12; N 2.25; N -0.91; C -0.72; C 0.63; C -1.45; C 0.42; C -1.26; C -0.87; C -0.95; C 0.55; C 0.80; C -0.63; C -0.55; C 0.46; C -0.86; C -1.58; C -0.34; C -0.44; C 0.70; C -1.28; C -1.94; C 1.12; C 0.06; C 0.93; C -1.52; C 0.97; C -0.72; C -0.92; C 0.96; C -1.36; C -0.88; C -0.84; C -1.52; C -0.50; C -0.75; C -0.72; B -0.91; H 0.17; H 0.43; H 0.39; H 0.53; H 0.25; H 0.10; H 0.38; H 0.19; H 0.22; H 0.48; H 0.31; H 0.18; H 0.26; H 0.43; H 0.46; H 0.31; H 0.49; H 0.39; H 0.37; H 0.27; H 0.41; H 0.30; H 0.13; H 0.43; H 0.36; H 0.41; H 0.52; H 0.30; H 0.04; H -0.33; H 0.42; H 0.41; H 0.32; H 0.48; H 0.36; H 0.22


No. 2
ORCA calculation (wB97M-V/def2-TZVPD) on a structure of composition C34H36ClN5O4SW.

## Properties
HOMO-LUMO gap ... 6.9 eV
Energy relative to the best compared isomer or geometry (same formula, charge and spin) ... 0.401 eV
HOMO level ... -7.320 eV

Geometry (Å):
W (-0.078, 0.539, -0.130)
Cl (-0.113, 2.567, -3.029)
S (1.513, 3.241, 2.632)
O (2.930, 3.105, 2.444)
O (0.697, 1.569, 1.088)
O (0.882, 4.362, 1.995)
O (0.734, 3.504, -0.801)
N (-0.127, -1.534, -1.016)
N (1.495, -0.919, 1.358)
N (1.471, 0.393, -1.479)
N (-1.094, -0.715, 1.257)
N (-1.868, 1.728, 0.863)
C (-4.145, 1.310, -1.962)
C (-0.245, 2.600, -1.225)
C (2.604, 1.345, -1.574)
C (1.071, -3.085, -2.432)
C (-0.975, -2.626, -0.530)
C (1.544, -1.590, 3.679)
C (0.051, -1.048, 5.632)
C (0.900, -1.046, 2.501)
C (0.722, -1.776, -1.970)
C (2.086, -1.333, -4.751)
C (-2.391, -2.192, -0.170)
C (3.669, -1.189, 0.006)
C (-2.782, 2.900, 2.724)
C (-0.558, -0.760, 2.504)
C (1.996, -2.699, -4.724)
C (-4.129, 0.702, -3.200)
C (1.423, -0.579, -2.426)
C (-1.873, 0.530, -1.475)
C (-4.088, 2.571, 0.755)
C (-3.964, 3.095, 2.028)
C (1.901, -0.406, -3.715)
C (1.619, -3.478, -3.621)
C (-1.360, -0.596, 3.615)
C (-3.022, 1.875, 0.195)
C (-2.979, 0.026, -3.596)
C (-1.082, -0.646, 4.997)
C (1.202, -1.560, 4.994)
C (4.368, 0.158, -0.176)
C (-1.890, -0.052, -2.749)
C (3.446, 1.363, -0.308)
C (-3.031, 1.230, -1.124)
C (-2.418, -1.273, 1.058)
C (2.901, -1.343, 1.315)
C (-1.763, 2.211, 2.099)
H (3.248, 1.010, -2.386)
H (-3.204, -0.517, 0.960)
H (2.809, 1.441, 0.568)
H (-0.493, -3.091, 0.338)
H (0.054, -1.038, 6.715)
H (-1.061, -3.382, -1.311)
H (2.400, -0.895, -5.692)
H (4.447, -1.958, 0.023)
H (-2.662, -1.871, 1.938)
H (5.027, 0.101, -1.049)
H (3.466, -0.816, 2.095)
H (-1.235, 3.017, -1.050)
H (0.857, -3.880, -1.730)
H (-1.905, -0.335, 5.632)
H (-2.966, -3.096, 0.044)
H (-4.783, 3.645, 2.474)
H (0.565, 3.782, 0.108)
H (-2.381, -0.316, 3.380)
H (-4.989, 0.762, -3.854)
H (2.253, 2.341, -1.813)
H (-2.638, 3.280, 3.725)
H (-5.005, 2.699, 0.200)
H (2.276, -3.232, -5.624)
H (2.482, -2.087, 3.487)
H (2.933, -2.407, 1.577)
H (2.131, 0.618, -3.974)
H (5.020, 0.313, 0.690)
H (1.751, -4.549, -3.735)
H (4.044, 2.278, -0.324)
H (-2.854, -1.722, -1.036)
H (1.934, -2.005, 5.661)
H (-0.824, 2.030, 2.597)
H (-5.030, 1.851, -1.652)
H (-2.931, -0.441, -4.572)
H (3.035, -1.440, -0.842)
H (-1.021, -0.573, -3.124)

Mulliken charges, unit e, in atom order: W 1.53; Cl -0.24; S 0.89; O -0.45; O -0.25; O -0.57; O -0.72; N 0.45; N 0.47; N 0.62; N 0.60; N 0.15; C -0.74; C -0.95; C -1.40; C -0.84; C -1.56; C -1.30; C -0.81; C 0.84; C 0.64; C -0.91; C -0.94; C 0.18; C -1.39; C 0.29; C -0.49; C -1.03; C -0.10; C -0.74; C -0.72; C -0.85; C -0.17; C -0.54; C -0.09; C -0.09; C -0.89; C -0.91; C -0.55; C -1.50; C 0.52; C 0.65; C 2.31; C -1.05; C -1.49; C -0.67; H 0.79; H -0.04; H -0.86; H 0.19; H 0.36; H 0.98; H 0.40; H 0.41; H 1.01; H 0.42; H 0.59; H 1.03; H 0.52; H 0.37; H 0.50; H 0.44; H 0.33; H 0.42; H 0.39; H 0.44; H 0.55; H 0.52; H 0.36; H 0.41; H 0.67; H 0.44; H 0.44; H 0.39; H 0.58; H 0.26; H 0.36; H 0.63; H 0.32; H 0.47; H -0.43; H 0.14


No. 3
ORCA calculation (wB97M-V/def2-TZVPD) on a structure of composition C34H36FHgN2O9S at a distorted geometry.

## Properties
HOMO-LUMO gap (alpha / beta) ... 1.8 / 6.5 eV
Net charge ... -2
Energy relative to the best compared isomer or geometry (same formula, charge and spin) ... 0.000 eV
Multiplicity ... 2
HOMO level (alpha / beta) ... 2.200 / -2.454 eV

Geometry (Å):
Hg (7.674, -16.874, 6.881)
S (7.542, -14.760, 3.203)
F (10.931, -22.416, 9.609)
O (6.248, -11.412, 9.864)
O (10.644, -15.632, 6.530)
O (9.826, -17.692, 4.940)
O (7.904, -14.820, 7.116)
O (3.995, -13.397, 9.475)
O (8.101, -12.044, 7.524)
O (5.227, -15.773, 7.946)
O (10.382, -16.679, 9.099)
O (6.967, -16.105, 3.613)
N (11.001, -14.685, 10.082)
N (12.016, -17.648, 4.110)
C (3.963, -13.336, 2.491)
C (2.048, -14.286, 3.605)
C (10.396, -13.352, 10.314)
C (8.691, -17.620, -0.781)
C (7.272, -12.786, 8.104)
C (7.741, -18.629, -0.496)
C (7.452, -18.968, 6.902)
C (8.527, -16.363, -0.183)
C (11.038, -17.412, 5.014)
C (11.605, -18.178, 2.796)
C (4.252, -14.726, 4.433)
C (10.945, -14.763, 7.667)
C (13.511, -17.657, 4.383)
C (10.423, -21.242, 7.600)
C (9.605, -20.310, 7.002)
C (6.489, -17.013, 0.755)
C (10.732, -15.514, 9.005)
C (4.831, -13.900, 3.455)
C (7.047, -14.162, 7.836)
C (6.252, -13.558, 3.650)
C (7.300, -14.717, 1.285)
C (2.883, -14.975, 4.486)
C (5.735, -14.640, 8.186)
C (11.451, -16.774, 6.364)
C (7.436, -16.042, 0.577)
C (8.077, -20.319, 8.910)
C (10.060, -21.636, 8.882)
C (6.569, -18.270, 0.126)
C (11.548, -15.292, 11.298)
C (5.143, -13.514, 9.006)
C (8.402, -19.856, 7.628)
C (2.604, -13.520, 2.575)
C (8.894, -21.251, 9.560)
C (6.225, -12.362, 9.093)
H (9.556, -17.795, -1.393)
H (12.492, -16.573, 6.467)
H (9.812, -19.916, 5.996)
H (1.954, -13.182, 1.793)
H (11.177, -17.445, 7.206)
H (13.819, -18.682, 4.555)
H (6.472, -13.343, 4.687)
H (9.305, -15.612, -0.346)
H (10.274, -13.892, 7.564)
H (4.897, -15.241, 5.118)
H (6.399, -19.105, 7.184)
H (4.391, -12.643, 1.717)
H (11.359, -21.548, 7.139)
H (11.049, -14.866, 12.209)
H (8.723, -21.638, 10.614)
H (10.516, -18.241, 2.836)
H (12.610, -15.062, 11.417)
H (7.600, -19.075, 5.800)
H (10.345, -12.775, 9.372)
H (2.500, -15.767, 5.124)
H (5.714, -18.916, 0.247)
H (11.977, -14.400, 7.521)
H (6.296, -14.371, 1.084)
H (7.987, -19.609, -0.829)
H (11.437, -16.366, 11.304)
H (11.963, -19.206, 2.677)
H (5.677, -16.799, 1.413)
H (9.374, -13.430, 10.686)
H (14.058, -17.334, 3.480)
H (7.132, -19.981, 9.273)
H (0.952, -14.331, 3.714)
H (8.025, -14.087, 0.817)
H (11.994, -17.610, 1.938)
H (6.480, -12.584, 3.175)
H (13.839, -17.089, 5.262)
H (11.062, -12.921, 11.056)

Mulliken charges, unit e, in atom order: Hg 1.53; S 0.71; F -0.34; O -0.66; O -0.12; O -0.92; O -0.84; O -0.69; O -0.81; O -0.81; O -0.55; O -0.53; N 0.29; N 1.41; C -0.25; C -0.29; C -1.12; C -0.45; C 0.39; C -0.33; C -1.69; C -0.55; C 1.81; C -2.09; C -0.35; C -1.18; C -3.22; C -0.97; C -0.03; C -0.25; C 0.61; C 0.63; C 0.49; C -1.04; C -0.81; C -0.81; C 0.50; C -0.21; C 0.43; C -0.43; C 0.81; C -0.72; C -1.20; C 0.14; C 0.81; C -0.64; C -0.71; C 0.14; H 0.48; H -0.23; H 0.15; H 0.37; H 0.29; H 0.51; H 0.09; H 0.15; H 0.19; H 0.56; H 0.58; H 0.26; H 0.39; H 0.38; H 0.29; H -0.20; H 0.31; H 0.27; H 0.37; H 0.40; H 0.41; H 0.35; H 0.32; H 0.42; H 0.37; H 0.74; H 0.32; H 0.28; H 0.80; H 0.43; H 0.32; H 0.36; H 0.76; H 0.56; H 0.33; H 0.51